Record 1
DFT (ωB97M-V/def2-TZVPD) results for a single C2H3Cl2NO molecule in a non-equilibrium geometry.

Output
- SMILES: CC(Cl)(Cl)N=O
- ΔE to the lowest compared entry with this formula, charge and spin: 76.7 kcal per mole
- HOMO: -0.3577 hartree

Geometry (Å):
Cl 1.1243 -1.7267 -0.4884
Cl 1.0871 1.2093 -1.2282
O 1.8125 0.6651 1.5006
N 0.9055 -0.0302 1.1411
C 0.3836 0.0256 -0.1818
C -1.1445 -0.0361 -0.1645
H -1.2984 -0.7404 0.6250
H -1.4562 0.9854 0.0082
H -1.4140 -0.3520 -1.2120

=====

Record 2
DFT (ωB97M-V/def2-TZVPD) results for a molecular structure, C2H3Cl2NO in a non-equilibrium geometry.

Output
- ΔE to the lowest compared entry with this formula, charge and spin: 66.3 kcal per mole
- HOMO: -0.3501 hartree

Geometry (Å):
Cl -0.1585 -0.0466 -2.2879
Cl 0.5198 2.4086 -1.2416
O 0.1930 1.3206 1.3933
N 0.4912 0.7751 -0.8889
C 0.1016 0.4716 0.5924
C -0.2582 -0.9967 0.6152
H 0.2437 -1.3919 1.5137
H 0.1625 -1.4233 -0.2967
H -1.2953 -1.1175 0.6005

=====

Record 3
DFT (ωB97M-V/def2-TZVPD) results for a single C2H3Cl2NO molecule in a non-equilibrium geometry.

Output
- SMILES: C/C(Cl)=[N+](/[O-])Cl
- ΔE to the lowest compared entry with this formula, charge and spin: 95.6 kcal per mole
- HOMO: -0.3633 hartree

Geometry (Å):
Cl 2.3084 -2.0019 -0.0196
Cl 1.7687 2.3736 -0.0516
O 3.7795 0.2310 0.1164
N 2.6311 -0.0582 0.0103
C 0.0746 0.1030 0.0311
C 1.5386 0.5807 0.0555
H -0.4997 0.5008 0.7412
H 0.1274 -0.9201 0.2304
H -0.4930 0.3595 -0.9533

=====

Record 4
DFT (ωB97M-V/def2-TZVPD) results for 2 unconnected molecules or ions with the total composition C2H3Cl2NO2 in a non-equilibrium geometry.

Output
- SMILES: ON=C(Cl)Cl.C=O
- ΔE to the lowest compared entry with this formula, charge and spin: 93.3 kcal per mole
- HOMO: -0.3776 hartree

Geometry (Å):
Cl -0.0359 0.0997 2.6626
Cl 0.2297 -1.8957 0.5438
O 1.7184 0.8445 0.3820
O -1.9115 -0.2018 -0.6904
N -1.4824 0.2239 0.5168
C -0.5705 -0.4353 1.0542
C 1.2012 0.8018 -0.7186
H 0.8869 1.6874 -1.3218
H 1.5025 -0.0384 -1.4941
H -1.5384 -1.0859 -0.9343

=====

Record 5
DFT (ωB97M-V/def2-TZVPD) results for 2 unconnected molecules or ions with the total composition C2H3Cl2NS in a non-equilibrium geometry.

Output
- SMILES: [H]/N=C\Cl.S=CCl
- ΔE to the lowest compared entry with this formula, charge and spin: 34.7 kcal per mole
- HOMO (alpha / beta): -0.3435 / -0.3435 hartree

Geometry (Å):
Cl 0.9485 1.2545 2.4942
Cl 1.2655 -1.1210 -0.1885
S -0.0946 -2.8850 -2.0910
N -0.8124 0.8225 0.4688
C 0.1384 1.5008 0.8579
C -0.0325 -1.4217 -1.3426
H 0.6555 2.2417 0.0971
H -1.3351 0.2042 1.0331
H -0.7334 -0.5959 -1.3288

=====

Record 6
DFT (ωB97M-V/def2-TZVPD) results for 2 unconnected molecules or ions with the total composition C2H3Cl2NSSi in a non-equilibrium geometry.

Output
- SMILES: C[Si](=S)Cl.N#CCl
- ΔE to the lowest compared entry with this formula, charge and spin: 58.7 kcal per mole
- HOMO: -0.3386 hartree

Geometry (Å):
Cl 2.2564 -1.8026 0.8299
Cl 0.0977 2.3366 -3.1376
S 0.0115 -1.8189 -1.8575
Si 0.3605 -1.5651 0.1082
N -0.2600 2.0566 -0.4382
C -0.1621 2.1467 -1.5766
C -0.4761 -0.5435 1.4023
H -1.3853 -0.2757 0.8428
H -0.5710 -0.9396 2.3765
H 0.1285 0.4055 1.4500

=====

Record 7
DFT (ωB97M-V/def2-TZVPD) results for 2 unconnected molecules or ions with the total composition C2H3Cl2O2 in a non-equilibrium geometry.

Output
- 2S+1: 4
- ΔE to the lowest compared entry with this formula, charge and spin: 18.6 kcal per mole
- HOMO (alpha / beta): -0.3213 / -0.4062 hartree

Geometry (Å):
Cl 1.7346 0.1023 1.1869
Cl -0.9041 0.0159 2.6415
O 0.6697 -0.4250 -1.8748
O 0.8397 -0.8529 -3.0448
C -0.0182 0.4978 1.1087
C -0.5430 -0.1388 -0.0827
H -1.0499 0.4240 -0.8505
H -0.5936 -1.2059 -0.0541
H -0.1352 1.5826 0.9699

=====

Record 8
DFT (ωB97M-V/def2-TZVPD) results for 2 unconnected molecules or ions with the total composition C2H3Cl2PS in a non-equilibrium geometry.

Output
- SMILES: SP(Cl)Cl.C#C
- ΔE to the lowest compared entry with this formula, charge and spin: 49.4 kcal per mole
- HOMO: -0.3580 hartree

Geometry (Å):
Cl -2.4133 -1.0031 -0.9719
Cl -0.9082 1.2567 0.6445
S -1.6261 -1.4185 2.0799
P -0.7527 -0.6880 0.2013
C 1.7144 1.7149 -0.9360
C 1.6356 0.5210 -1.0537
H 1.5684 2.7325 -0.6723
H -0.9127 -2.5845 1.7070
H 1.6947 -0.5310 -0.9988